1.
Entry from the OMol25 dataset: a 2-piece molecular cluster, C3H11NO overall (ωB97M-V/def2-TZVPD).

ORCA input file:
```
! wB97M-V def2-TZVPD RIJCOSX def2/J DEFGRID3
* xyz 0 1
C -1.272 0.292 1.270
C -1.145 -0.773 0.191
O -0.220 -0.421 -0.818
C -0.242 0.890 -1.313
H -1.847 -0.115 2.101
H -0.295 0.617 1.625
H -1.800 1.167 0.893
H -2.115 -0.965 -0.281
H -0.798 -1.715 0.609
H 0.260 1.579 -0.629
H -1.262 1.236 -1.511
H 0.282 0.878 -2.266
N 2.468 -0.155 0.590
H 3.179 -0.860 0.760
H 2.935 0.578 0.062
H 1.748 -0.579 0.010
*
```

Results
- HOMO energy: -9.77 eV
- LUMO energy: 1.05 eV
- Molecular weight: 77.1 g mol⁻¹
- Largest force on an atom: 0.942 eV/A
- Relative energy (zero: lowest compared OMol25 entry of this formula, charge and spin): 18.5 kcal/mol
- HOMO-LUMO gap: 10.8 eV

---

2.
Entry from the OMol25 dataset: C8H24AlO28S5Y2 as an isolated structure at a distorted geometry (ωB97M-V/def2-TZVPD).

ORCA input file:
```
! wB97M-V def2-TZVPD RIJCOSX def2/J DEFGRID3
* xyz 0 2
Y 0.266 -3.419 -1.525
Y -2.252 1.187 -2.014
Al 2.932 0.839 -3.115
S 3.681 -2.464 -2.061
O 2.471 -3.196 -1.602
O 3.478 -2.032 -3.427
O 3.936 -1.205 -1.423
O 4.872 -3.263 -1.971
S -0.569 3.178 -3.186
O -0.440 4.623 -3.569
O -1.575 2.430 -3.790
O 0.670 2.434 -3.201
O -1.028 3.063 -1.800
S -0.160 -1.042 -4.179
O -0.954 -1.582 -5.285
O 0.250 -2.057 -3.225
O 0.991 -0.380 -4.727
O -1.045 -0.067 -3.473
S -3.130 -2.174 -2.159
O -1.894 -2.888 -1.922
O -4.152 -2.931 -1.433
O -2.958 -0.869 -1.619
O -3.570 -2.064 -3.548
S 0.594 -0.192 -0.036
O -0.614 0.336 -0.645
O 0.604 0.036 1.424
O 0.622 -1.588 -0.475
O 1.657 0.625 -0.633
C -4.688 3.041 0.980
C -4.095 1.592 0.633
O -2.774 1.915 0.115
O -3.969 3.813 1.874
H -5.746 2.992 1.234
H -4.641 3.631 0.065
H -4.909 1.232 0.003
H -4.105 1.128 1.619
H -2.173 2.215 0.800
H -4.428 4.629 2.088
C 3.676 -0.328 2.944
C 4.087 -1.036 1.669
O 5.211 -0.496 0.990
O 2.362 -0.801 3.357
H 3.562 0.740 2.754
H 4.431 -0.367 3.729
H 3.207 -0.942 1.033
H 4.124 -2.117 1.809
H 5.069 -0.619 0.049
H 1.794 -0.457 2.663
C -0.268 4.733 2.646
C 0.092 3.303 1.995
O -0.857 2.281 2.173
O 0.393 5.706 2.082
H -0.027 4.848 3.702
H -1.333 4.896 2.479
H 1.094 3.007 2.307
H 0.201 3.478 0.925
H -0.420 1.426 2.151
H 0.367 5.442 1.159
C 0.993 -4.356 1.374
C -0.509 -4.400 1.635
O -1.128 -3.748 0.533
O 1.403 -4.911 0.193
H 1.460 -4.917 2.184
H 1.409 -3.349 1.413
H -0.625 -3.909 2.601
H -0.987 -5.373 1.524
H -2.080 -3.815 0.635
H 2.140 -5.445 0.496
*
```

Results
- HOMO energy (spin up / spin down): -7.44 / -8.56 eV
- LUMO energy (spin up / spin down): -5.58 / -5.37 eV
- Molecular weight: 933.4 g mol⁻¹
- Largest force on an atom: 6.981 eV/A
- HOMO-LUMO gap (spin up / spin down): 1.9 / 3.2 eV
- ⟨S²⟩: 1.78

---

3.
Entry from the OMol25 dataset: C26H32N3O5S2Y as an isolated structure (ωB97M-V/def2-TZVPD).

ORCA input file:
```
! wB97M-V def2-TZVPD RIJCOSX def2/J DEFGRID3
* xyz 2 1
Y -0.679 -0.223 -0.163
C -1.820 -2.104 2.693
C -1.969 -2.936 1.442
O -0.835 -2.738 0.593
C 0.333 -3.458 0.995
C 1.412 -3.066 0.014
O 1.546 -1.640 0.041
C 2.560 -1.179 0.944
C 2.226 0.253 1.285
O 0.861 0.343 1.699
C 0.619 -0.004 3.073
C -0.878 0.036 3.268
O -1.483 -0.787 2.254
H -1.035 -2.489 3.350
H -2.758 -2.088 3.258
H -2.836 -2.614 0.863
H -2.089 -3.997 1.679
H 0.139 -4.535 0.965
H 0.618 -3.188 2.018
H 1.130 -3.342 -1.003
H 2.365 -3.550 0.240
H 3.544 -1.243 0.467
H 2.574 -1.814 1.835
H 2.311 0.896 0.405
H 2.894 0.645 2.058
H 1.124 0.716 3.726
H 1.019 -1.004 3.276
H -1.268 1.045 3.142
H -1.154 -0.322 4.262
S -2.072 1.711 0.796
C -1.993 2.691 -0.647
N -1.383 2.291 -1.725
C -1.445 3.282 -2.702
C -0.861 3.225 -3.968
C -1.012 4.299 -4.819
C -1.735 5.433 -4.431
C -2.308 5.512 -3.180
C -2.152 4.430 -2.319
S -2.721 4.255 -0.690
H -0.304 2.356 -4.280
H -0.563 4.268 -5.801
H -1.844 6.259 -5.119
H -2.861 6.390 -2.880
N -3.852 -2.352 -2.580
C -2.740 -3.046 -2.990
C -1.693 -2.474 -2.347
N -2.152 -1.450 -1.540
C -3.461 -1.404 -1.720
H -4.803 -2.520 -2.872
H -2.800 -3.852 -3.695
H -0.647 -2.711 -2.432
H -4.136 -0.708 -1.251
C 2.674 1.072 -3.007
C 1.335 0.412 -2.944
O 0.779 0.270 -1.844
C 0.678 -0.056 -4.162
C 1.432 -0.359 -5.300
C 0.795 -0.782 -6.453
C -0.593 -0.857 -6.487
C -1.348 -0.523 -5.370
C -0.717 -0.137 -4.201
H 2.924 1.491 -2.037
H 2.689 1.850 -3.768
H 3.429 0.336 -3.287
H 2.509 -0.275 -5.290
H 1.374 -1.037 -7.328
H -1.089 -1.158 -7.399
H -2.427 -0.543 -5.419
H -1.294 0.176 -3.338
*
```

Results
- HOMO energy: -12.61 eV
- LUMO energy: -5.55 eV
- Molecular weight: 619.6 g mol⁻¹
- Largest force on an atom: 0.826 eV/A
- HOMO-LUMO gap: 7.1 eV

---

4.
Entry from the OMol25 dataset: one molecule with the formula C4H10O2 at a distorted geometry (ωB97M-V/def2-TZVPD).

ORCA input file:
```
! wB97M-V def2-TZVPD RIJCOSX def2/J DEFGRID3
* xyz 0 1
C -0.700 1.553 0.990
C -0.020 0.188 0.994
O -0.184 -0.522 2.162
C 0.103 0.067 -1.272
C 1.126 -0.965 -1.633
O -0.712 -0.642 -0.080
H -1.745 1.432 0.690
H -0.231 2.242 0.286
H -0.667 1.969 2.004
H 1.055 0.248 0.797
H -1.127 -0.490 2.365
H -0.679 0.169 -2.022
H 1.697 -0.525 -2.456
H 1.852 -1.158 -0.822
H 0.753 -1.954 -1.973
H -0.519 -1.611 -0.030
*
```

Results
- HOMO energy: -6.75 eV
- LUMO energy: 0.61 eV
- Molecular weight: 90.1 g mol⁻¹
- Largest force on an atom: 1.069 eV/A
- Relative energy (zero: lowest compared OMol25 entry of this formula, charge and spin): 108.6 kcal/mol
- HOMO-LUMO gap: 7.4 eV